The following is a quantum chemistry calculation of a 2-piece molecular cluster, C6H14N2O2 overall at a distorted geometry, from OMol25.

Computed properties:
* relative energy (zero: lowest compared OMol25 entry of this formula, charge and spin): 3.419 eV
* HOMO-LUMO gap: 9.304 eV
* net charge: 0
* SMILES: CNC(C)=O.CNC(C)=O
* highest occupied orbital energy: -8.80 eV

CARTESIAN COORDINATES (ANGSTROEM)
C 1.14 -1.25 2.46
N -0.29 -1.49 1.88
C -0.26 -1.43 0.48
C -1.49 -1.99 -0.22
O 0.74 -1.06 -0.13
H 1.81 -1.57 1.67
H 1.15 -0.15 2.63
H 1.26 -1.81 3.41
H -0.95 -1.75 2.61
H -2.27 -2.61 0.36
H -2.26 -1.19 -0.63
H -1.37 -2.57 -1.10
C -0.91 2.63 0.13
N -0.06 1.56 -0.57
C 0.39 1.55 -1.84
C 1.35 0.47 -2.19
O 0.27 2.36 -2.78
H -0.32 3.12 0.91
H -0.77 3.42 -0.52
H -1.96 2.42 0.29
H -0.14 0.71 0.16
H 2.00 0.17 -1.35
H 0.79 -0.41 -2.71
H 2.15 0.85 -2.93